DFT (ωB97M-V with the def2-TZVPD basis set) results for a cluster of 2 separate species, C17H19N in total at a distorted geometry.

The calculation puts the HOMO-LUMO gap (spin up / spin down) at 2.804 / 6.137 eV. The charge is -1. As for the spin multiplicity: 2. The energy relative to the best compared isomer or geometry (same formula, charge and spin) is 0.0093 eV. The total energy comes out at -19426.197 eV.

Geometry as XYZ:
```
37
C17H19N (ωB97M-V with the def2-TZVPD basis set)
H 0.480 2.423 -3.431
C -0.148 -3.563 -1.612
H -0.407 -1.659 1.930
H 0.825 -3.355 -3.530
H -2.600 -0.521 1.553
C 1.641 -1.630 -0.754
C -0.188 -3.121 -0.304
C 0.832 -3.083 -2.480
C 1.685 -2.068 -2.073
C -0.612 1.813 0.742
H -1.277 2.214 -3.059
H -1.939 1.172 3.836
C 0.610 -1.641 1.542
C -0.289 2.399 -2.652
H 0.221 2.111 4.495
C 0.084 1.234 -1.699
C -1.227 1.468 3.064
H 1.141 1.243 -1.410
H 1.021 -0.644 1.698
H -0.897 -4.221 -2.043
C -1.482 1.230 1.679
C 0.729 -2.159 0.140
H -2.061 -0.554 -1.033
C -1.676 0.096 -0.257
C 0.006 2.088 3.436
C -0.802 1.129 -0.507
C 0.511 2.631 1.116
N -2.131 0.199 1.035
H -0.912 -3.486 0.400
C 0.789 2.732 2.488
H 2.201 -0.771 -0.414
H -0.020 0.375 -2.363
H 1.640 3.252 2.901
H 2.208 -1.474 -2.797
H -0.269 3.382 -2.179
H 1.131 3.064 0.345
H 1.183 -2.305 2.197
```

DFT (ωB97M-V with the def2-TZVPD basis set) results for a structure of composition C18H14BrN6O5RuS at a distorted geometry.

The calculation puts the HOMO-LUMO gap (spin up / spin down) at 7.358 / 5.304 eV. As for the spin multiplicity: 6. The energy relative to the best compared isomer or geometry (same formula, charge and spin) is 0.0000 eV. The total energy comes out at -121521.802 eV.

Geometry as XYZ:
```
46
C18H14BrN6O5RuS (ωB97M-V with the def2-TZVPD basis set)
H -0.812 2.620 -1.586
C 1.092 4.583 -0.356
C -0.465 4.854 1.944
H -2.910 -5.680 3.223
Br 0.154 -2.380 -2.648
C -3.073 -2.554 0.981
Ru 1.953 0.241 -1.819
C -2.960 -4.812 2.583
H -3.152 -1.701 0.326
C 3.745 -2.089 -2.684
C -0.698 -2.315 -0.924
C -3.906 -3.829 2.834
O 2.469 1.128 -3.749
C -2.093 -4.690 1.517
N 6.374 -4.287 -3.464
C 0.023 2.352 -0.891
C -0.582 3.723 1.155
H -0.254 1.137 0.845
H 1.787 3.620 -1.842
N -0.443 1.183 -0.169
C 5.421 -3.653 -3.339
C 1.170 5.738 0.432
H -4.608 -3.948 3.646
H -4.713 -1.949 2.210
N -0.309 0.041 -0.845
H 0.471 6.767 2.159
C -2.123 -3.547 0.708
N 4.316 -3.011 -3.258
N 3.052 -1.284 -2.166
H -0.968 -1.063 0.785
S 2.368 0.382 1.521
C -1.241 -3.461 -0.432
C 0.405 5.868 1.567
C 0.194 3.567 0.016
H -1.057 4.947 2.840
C -0.672 -1.066 -0.264
O 1.881 4.513 -1.432
H 1.834 6.523 0.104
H -1.294 2.959 1.421
O 1.458 0.323 -3.772
H -1.031 -4.385 -0.952
H -1.366 -5.462 1.310
O 1.114 2.068 -1.642
N 2.412 0.196 0.026
O 0.997 0.536 2.057
C -3.962 -2.704 2.027
```

DFT (ωB97M-V with the def2-TZVPD basis set) results for a structure of composition C7H15N2 at a distorted geometry.

The calculation puts the HOMO-LUMO gap at 11.044 eV. The charge is +1. The energy relative to the best compared isomer or geometry (same formula, charge and spin) is 3.5970 eV. The total energy comes out at -10472.699 eV.

Geometry as XYZ:
```
24
C7H15N2 (ωB97M-V with the def2-TZVPD basis set)
C 1.054 -1.097 -1.758
C -0.488 1.748 -1.228
C -0.942 0.501 1.691
H -1.929 0.792 1.156
C -0.396 -0.365 -0.549
N 0.091 0.501 0.649
H -0.807 -0.454 2.133
N -0.931 0.617 -1.437
H 1.375 1.713 -0.414
H 0.561 -1.968 -2.218
H 1.433 -0.194 -2.244
H 0.262 2.676 0.691
H 2.282 0.047 0.886
C 0.381 1.845 0.012
H -2.202 -1.263 0.328
H 1.257 -1.274 0.723
H -1.732 -1.805 -1.179
H -0.684 2.493 -1.971
H -0.657 1.295 2.395
H -0.800 -2.319 0.129
C -1.340 -1.450 -0.288
H 1.308 -0.294 2.227
C 1.267 -0.248 1.192
H 1.638 -1.498 -0.928
```

DFT (ωB97M-V with the def2-TZVPD basis set) results for a structure of composition C19H34NOV at a distorted geometry.

The calculation puts the HOMO-LUMO gap (spin up / spin down) at 7.212 / 7.958 eV. The charge is +2. As for the spin multiplicity: 3. The total energy comes out at -49464.159 eV.

Geometry as XYZ:
```
56
C19H34NOV (ωB97M-V with the def2-TZVPD basis set)
C -1.200 -0.355 3.715
H -0.118 3.628 -0.868
H -0.976 -2.726 1.006
C 0.493 4.428 -2.773
H -3.833 -1.356 -2.161
H 0.816 4.092 -3.766
C 0.733 -0.101 2.152
H 2.658 0.458 4.914
C 0.552 0.516 5.349
H 1.576 1.786 -2.672
H -1.897 0.620 -3.952
C 0.467 -1.583 -2.674
H 1.352 -1.459 3.661
C -0.949 0.084 -4.069
H -0.882 1.725 4.256
C 1.300 -3.074 -0.696
H -0.772 2.755 -2.239
H 2.661 -0.600 2.815
H -0.959 -0.402 -5.054
H -3.200 0.283 -2.361
C 0.268 -2.347 -1.466
C 1.718 0.583 4.363
H -0.142 0.829 -4.091
C -1.086 -2.123 -1.038
C 1.246 2.214 -1.708
H 0.709 1.287 6.115
H -1.195 0.110 1.616
C -1.713 -1.206 -1.948
N -0.585 -0.131 2.398
O 1.172 0.268 1.026
C 1.754 -1.397 -3.369
H -0.889 -1.336 4.095
H 1.295 5.043 -2.342
H 1.194 -4.160 -0.824
H -3.322 -0.439 -0.751
H -0.384 5.071 -2.900
H 2.584 -1.721 -2.734
C -1.699 -2.682 0.183
C -0.757 -0.886 -2.970
H 0.555 -0.456 5.864
H 1.813 -1.966 -4.305
H 1.219 -2.873 0.382
H 2.311 -2.795 -1.010
H 0.933 1.432 -0.986
C -3.077 -0.648 -1.799
H 1.919 -0.342 -3.623
H 2.127 2.665 -1.227
C 0.139 3.246 -1.865
H -2.060 -3.707 0.016
C -0.823 0.733 4.722
H -2.559 -2.080 0.498
H 1.753 1.580 3.899
H -2.287 -0.372 3.562
H -1.583 0.716 5.512
V -0.038 -0.345 -1.141
C 1.669 -0.483 3.265
```